Entry 1:
Formula: C6H9HgO5
Source: the OMol25 dataset
Level of theory: wB97M-V/def2-TZVPD

Calculated values
2S+1 = 2
Kohn-Sham gap (spin up / spin down) = 9.2634 / 8.4428 eV
highest occupied orbital energy (spin up / spin down) = -17.6 / -19.2 eV
total charge = +2

Each line ends with the Löwdin charge.
Positions of all 21 atoms, in Å:
1 O -0.093 -1.450 0.492  -0.16
2 Hg 2.044 -2.034 1.125  1.17
3 O 1.260 0.119 -0.076  -0.01
4 C -0.048 -0.249 -0.030  -0.56
5 O -0.951 0.429 -0.434  0.20
6 C -1.405 -2.083 0.670  -0.14
7 C -1.162 -3.400 1.355  -0.06
8 H -2.019 -1.401 1.268  0.15
9 H -1.840 -2.194 -0.331  0.15
10 H -0.959 -3.256 2.425  0.10
11 H -2.065 -4.017 1.259  0.11
12 H -0.331 -3.946 0.887  0.08
13 C 0.700 2.069 -1.598  0.09
14 C 1.589 1.376 -0.545  -0.15
15 O 1.233 2.429 0.444  0.24
16 C 0.483 3.040 -0.411  -0.25
17 O 0.336 4.285 -0.407  0.33
18 H -0.277 1.843 -2.029  0.15
19 H 2.667 1.396 -0.711  0.20
20 H 1.279 2.454 -2.445  0.16
21 H -0.442 4.591 -0.908  0.21

Entry 2:
Formula: C6H9HgO6P
Source: the OMol25 dataset
Level of theory: wB97M-V/def2-TZVPD

Calculated values
Kohn-Sham gap = 8.5426 eV
highest occupied orbital energy = -19.0 eV
total charge = +2
relative energy (zero: lowest compared OMol25 entry of this formula, charge and spin) = 12.0 kcal per mole

Each line ends with the Löwdin charge.
Positions of all 23 atoms, in Å:
1 O 0.270 3.779 -3.237  0.02
2 C 0.125 2.643 -3.376  0.00
3 Hg -0.797 -1.254 -1.142  1.06
4 C 1.801 -1.149 -3.030  0.00
5 C -2.111 -1.353 -3.092  0.03
6 O 2.890 -1.399 -3.265  0.09
7 O -3.009 -1.643 -3.764  0.19
8 C 1.856 -2.314 1.120  -0.05
9 O 1.765 -0.883 0.945  -0.27
10 P 0.382 -0.141 0.670  0.62
11 O -0.492 -0.387 2.007  -0.27
12 C -1.929 -0.178 1.961  -0.08
13 O 0.856 1.395 0.693  -0.24
14 C 0.039 2.591 0.976  -0.01
15 H 2.797 -2.543 1.642  0.13
16 H 1.924 -2.841 0.158  0.09
17 H 0.968 -2.609 1.700  0.10
18 H -2.446 -0.923 1.338  0.07
19 H -2.285 -0.288 2.985  0.12
20 H -2.192 0.823 1.589  0.09
21 H -0.872 2.607 0.358  0.10
22 H -0.184 2.602 2.055  0.11
23 H 0.648 3.465 0.710  0.12

Entry 3:
Formula: C6H9IN3
Source: the OMol25 dataset
Level of theory: wB97M-V/def2-TZVPD

Calculated values
Kohn-Sham gap = 8.0091 eV
highest occupied orbital energy = -13.5 eV
total charge = +1
relative energy (zero: lowest compared OMol25 entry of this formula, charge and spin) = 156.9 kcal per mole

Each line ends with the Löwdin charge.
Positions of all 19 atoms, in Å:
1 C 0.969 -0.203 0.813  0.06
2 C 1.348 0.904 0.540  0.06
3 C -1.002 0.348 0.228  -0.76
4 C -0.252 -2.986 -0.423  -0.05
5 C 1.179 2.989 -0.827  0.04
6 C -0.757 -2.082 0.692  -0.29
7 N -0.683 1.569 0.066  0.05
8 N -0.268 -0.772 0.514  -0.11
9 N 0.636 2.146 0.285  -0.10
10 I -2.977 0.008 -0.335  1.11
11 H 0.783 -3.204 -0.292  0.08
12 H -0.668 -3.912 -0.191  0.07
13 H -0.493 -2.562 -1.349  0.07
14 H 2.346 2.728 -1.018  0.17
15 H 0.626 2.751 -1.714  0.10
16 H 1.097 3.995 -0.501  0.09
17 H -1.921 -2.061 0.666  0.05
18 H -0.584 -2.471 1.787  0.17
19 H 0.618 2.815 1.059  0.19

Entry 4:
Formula: C6H9IOS2
Source: the OMol25 dataset
Level of theory: wB97M-V/def2-TZVPD

Calculated values
Kohn-Sham gap = 8.2437 eV
highest occupied orbital energy = -8.4 eV
total charge = 0
relative energy (zero: lowest compared OMol25 entry of this formula, charge and spin) = 0.0 kcal per mole

Each line ends with the Löwdin charge.
Positions of all 19 atoms, in Å:
1 C -1.020 0.323 0.134  -0.69
2 C -0.243 -0.797 0.070  -0.86
3 C -0.507 1.588 -0.431  -0.53
4 C -1.470 2.730 -0.416  -0.06
5 C 0.451 -3.439 -0.603  -0.49
6 C 1.876 0.636 1.203  -0.34
7 O 0.597 1.553 -0.912  0.00
8 S -0.932 -2.449 -0.108  0.78
9 S 1.531 -0.887 0.314  0.91
10 I -3.092 -0.060 0.492  0.89
11 H -0.921 3.718 -0.337  0.11
12 H -2.162 2.666 0.336  -0.01
13 H -2.090 2.826 -1.365  0.12
14 H -0.006 -4.323 -0.798  -0.02
15 H 1.280 -3.667 0.063  0.03
16 H 0.939 -3.137 -1.605  0.09
17 H 2.847 0.762 1.763  0.08
18 H 1.086 0.657 1.830  -0.01
19 H 1.837 1.303 0.369  0.00

Entry 5:
Formula: C6H9ISi
Source: the OMol25 dataset
Level of theory: wB97M-V/def2-TZVPD

Calculated values
Kohn-Sham gap (spin up / spin down) = 7.4278 / 7.5786 eV
highest occupied orbital energy (spin up / spin down) = -7.9 / -9.2 eV
total charge = 0
relative energy (zero: lowest compared OMol25 entry of this formula, charge and spin) = 99.0 kcal per mole

Each line ends with the Löwdin charge.
Positions of all 17 atoms, in Å:
1 C -0.393 -1.403 -2.291  -0.12
2 C -3.407 1.293 1.159  -0.14
3 C 3.079 0.620 1.386  -0.05
4 C 0.035 -0.470 -1.540  -0.40
5 C -2.891 0.141 1.053  0.03
6 C 2.206 0.412 0.332  -0.36
7 Si 0.727 -0.697 0.189  0.33
8 I 1.566 -3.075 0.284  0.38
9 H -0.991 -1.207 -3.200  0.08
10 H -0.206 -2.390 -1.965  -0.02
11 H -2.937 2.249 1.015  0.05
12 H -4.349 1.435 1.617  0.03
13 H 3.992 1.239 1.225  0.06
14 H 3.188 0.156 2.307  0.02
15 H -0.051 0.647 -1.740  0.08
16 H -1.865 -0.161 0.602  -0.02
17 H 2.299 1.212 -0.432  0.05

Entry 6:
Formula: C6H9N
Source: the OMol25 dataset
Level of theory: wB97M-V/def2-TZVPD

Calculated values
Kohn-Sham gap = 8.7586 eV
highest occupied orbital energy = -8.3 eV
total charge = 0
relative energy (zero: lowest compared OMol25 entry of this formula, charge and spin) = 100.5 kcal per mole

Each line ends with the Löwdin charge.
Positions of all 16 atoms, in Å:
1 C 1.825 0.778 -1.364  -0.04
2 C 0.494 0.209 -0.960  -0.40
3 C -0.395 -0.332 -1.803  0.04
4 C -1.807 -1.126 0.148  0.21
5 C -0.913 -0.433 0.856  -0.50
6 C -1.199 -0.459 2.335  -0.07
7 N 0.224 0.212 0.400  0.06
8 H 2.652 0.274 -0.852  0.08
9 H 1.969 0.677 -2.442  0.08
10 H 1.877 1.847 -1.118  0.08
11 H -0.183 -0.506 -2.850  0.07
12 H -1.417 -0.584 -1.485  -0.01
13 H -1.382 0.553 2.711  0.08
14 H -2.092 -1.059 2.533  0.08
15 H -0.358 -0.903 2.877  0.08
16 H 0.706 0.853 1.013  0.15

Entry 7:
Formula: C6H9N
Source: the OMol25 dataset
Level of theory: wB97M-V/def2-TZVPD

Calculated values
SMILES = C=C1C=C(C)CN1
Kohn-Sham gap = 8.7384 eV
highest occupied orbital energy = -7.7 eV
total charge = 0
relative energy (zero: lowest compared OMol25 entry of this formula, charge and spin) = 23.3 kcal per mole

Each line ends with the Löwdin charge.
Positions of all 16 atoms, in Å:
1 C 2.606 -0.665 0.094  0.03
2 C 1.349 -0.283 0.348  -0.38
3 C 0.104 -1.018 0.055  0.00
4 C -0.906 -0.145 -0.042  -0.27
5 C -2.324 -0.391 -0.434  -0.05
6 C -0.366 1.247 0.203  -0.16
7 N 0.935 0.978 0.803  0.01
8 H 3.448 0.005 0.232  0.04
9 H 2.824 -1.642 -0.314  0.04
10 H 0.056 -2.088 -0.112  0.12
11 H -2.583 0.220 -1.308  0.08
12 H -3.023 -0.118 0.365  0.08
13 H -2.489 -1.441 -0.690  0.08
14 H -0.253 1.753 -0.771  0.13
15 H -1.007 1.877 0.832  0.12
16 H 1.628 1.711 0.736  0.13

Entry 8:
Formula: C6H9N
Source: the OMol25 dataset
Level of theory: wB97M-V/def2-TZVPD

Calculated values
Kohn-Sham gap = 7.4924 eV
highest occupied orbital energy = -7.3 eV
total charge = 0
relative energy (zero: lowest compared OMol25 entry of this formula, charge and spin) = 175.1 kcal per mole

Each line ends with the Löwdin charge.
Positions of all 16 atoms, in Å:
1 C -1.099 1.265 0.751  0.00
2 N -0.403 0.172 0.709  -0.08
3 C 1.068 -0.229 0.613  -0.21
4 C 0.554 -1.667 0.440  -0.08
5 C -0.549 -0.935 -0.345  -0.25
6 C 0.164 -0.226 -1.531  -0.13
7 C 1.268 0.180 -0.837  -0.15
8 H -2.158 1.193 0.533  0.09
9 H -0.717 2.144 1.261  0.10
10 H -1.040 1.743 -1.078  0.08
11 H 1.725 0.098 1.420  0.14
12 H 0.190 -2.113 1.373  0.11
13 H 1.199 -2.339 -0.126  0.11
14 H -1.557 -1.341 -0.457  0.13
15 H -0.655 1.143 -1.583  0.05
16 H 2.012 0.913 -1.143  0.09

Q: Which total energy values were calculated for the entries above? A: -762.91385 -1179.56731 -695.47370 -1403.25050 -820.99708 -288.62189 -288.74486 -288.50294, in Ha.